1.
Formula: C5H6O
Source: the Open Molecules 2025 dataset
Level of theory: the ωB97M-V functional and the def2-TZVPD basis

Last column: Löwdin charge in e.
CARTESIAN COORDINATES (ANGSTROEM)
C 1.0748 1.2728 -0.7062  -0.11
C -0.1291 0.5141 -1.2107  -0.26
C -0.7212 -0.3007 -0.1610  -0.03
C -1.0004 -0.8679 0.8650  0.04
C -1.1386 -1.5355 2.1497  -0.28
O -0.4164 -1.2524 3.0850  0.05
H 0.7932 2.0342 0.0401  0.09
H 1.8614 0.6899 -0.1942  0.09
H 1.5345 1.7844 -1.5486  0.07
H 0.0390 -0.1599 -2.0682  0.12
H -0.9082 1.2020 -1.5611  0.12
H -1.9230 -2.3147 2.1772  0.11

Results
highest occupied orbital energy: -10.3 eV
total charge: 0
energy relative to the best compared isomer or geometry (same formula, charge and spin): 44.6 kcal per mole
Kohn-Sham gap: 10.6573 eV
structure (SMILES): CCC#CC=O
E_tot: -7327.3497 eV

=====

2.
Formula: C5H6O
Source: the Open Molecules 2025 dataset
Level of theory: the ωB97M-V functional and the def2-TZVPD basis

Last column: Löwdin charge in e.
CARTESIAN COORDINATES (ANGSTROEM)
O 1.1831 -0.4364 1.4195  -0.01
C 1.1001 -0.2520 0.1332  -0.39
C 0.0581 -1.1718 -0.4008  -0.12
C -1.0422 -0.1550 0.0396  -0.12
C -0.4787 1.1011 -0.3587  -0.10
C 0.9095 1.0702 -0.3626  -0.02
H 0.0581 -2.1288 0.1204  0.12
H 0.0381 -1.3026 -1.4884  0.12
H -2.0929 -0.3591 -0.1693  0.09
H -0.0274 -0.3139 1.4556  0.22
H -1.0553 2.0190 -0.4486  0.11
H 1.5611 1.9140 -0.1734  0.11

Results
highest occupied orbital energy (spin up / spin down): -8.4 / -8.4 eV
total charge: 0
energy relative to the best compared isomer or geometry (same formula, charge and spin): 101.9 kcal per mole
Kohn-Sham gap (spin up / spin down): 8.2200 / 8.2205 eV
E_tot: -7324.8637 eV

=====

3.
Formula: C5H6O
Source: the Open Molecules 2025 dataset
Level of theory: the ωB97M-V functional and the def2-TZVPD basis

Last column: Löwdin charge in e.
CARTESIAN COORDINATES (ANGSTROEM)
C -0.8289 1.8578 -1.8912  0.11
C -0.4988 0.8630 -1.2947  -0.08
C -0.0607 -0.4725 -0.8058  -0.54
C 0.8221 -0.2774 0.7303  -0.13
C -0.0362 -0.3681 1.7886  0.15
O -0.9362 -1.3532 -0.5085  -0.15
H -1.1113 2.7272 -2.4441  0.02
H 0.8184 -0.7360 -1.4315  0.13
H 0.7515 -1.3924 0.6564  0.16
H 1.8160 0.1607 0.8378  0.11
H -1.0469 -0.7216 1.5423  0.10
H 0.3109 -0.2874 2.8204  0.10

Results
highest occupied orbital energy (spin up / spin down): -8.7 / -8.7 eV
total charge: 0
energy relative to the best compared isomer or geometry (same formula, charge and spin): 145.1 kcal per mole
Kohn-Sham gap (spin up / spin down): 7.5733 / 7.5726 eV
E_tot: -7322.9930 eV

=====

4.
Formula: C5H6O
Source: the Open Molecules 2025 dataset
Level of theory: the ωB97M-V functional and the def2-TZVPD basis

Last column: Löwdin charge in e.
CARTESIAN COORDINATES (ANGSTROEM)
C -0.8953 -0.2618 -2.8697  -0.10
C -0.5158 -0.6243 -1.7944  -0.07
C 0.1220 -2.0066 0.9029  0.05
C 0.3684 -0.8160 0.4469  -0.17
C 0.2926 1.4958 0.4641  -0.05
O 0.9760 0.2874 0.7361  -0.05
H -1.2687 -0.0821 -3.8414  -0.02
H 0.3459 -2.2765 1.9266  0.08
H -0.3121 -2.7730 0.2937  0.07
H -0.4476 1.7027 1.2424  0.10
H -0.2120 1.4054 -0.5092  0.07
H 1.0416 2.2839 0.4475  0.10

Results
highest occupied orbital energy: -9.4 eV
total charge: 0
energy relative to the best compared isomer or geometry (same formula, charge and spin): 146.3 kcal per mole
Kohn-Sham gap: 9.3080 eV
E_tot: -7322.9396 eV

=====

5.
Formula: C5H6O
Source: the Open Molecules 2025 dataset
Level of theory: the ωB97M-V functional and the def2-TZVPD basis

Last column: Löwdin charge in e.
CARTESIAN COORDINATES (ANGSTROEM)
O -1.3244 1.4860 -0.0095  0.01
C -1.0549 0.1865 0.3753  -0.37
C -0.4316 -0.7277 -0.6033  -0.03
C 0.3449 -0.1936 0.7462  -0.28
C 1.5680 0.8355 0.6914  0.02
C 1.5845 0.0570 -0.3246  -0.06
H -0.4955 1.9870 0.0624  0.09
H -1.8240 -0.2492 1.0049  0.15
H -0.2954 -0.3008 -1.5971  0.12
H -0.5662 -1.7991 -0.5760  0.11
H 0.4333 -0.9490 1.5304  0.14
H 1.9743 -0.5078 -1.1528  0.10

Results
highest occupied orbital energy: -9.2 eV
total charge: 0
energy relative to the best compared isomer or geometry (same formula, charge and spin): 125.0 kcal per mole
Kohn-Sham gap: 10.0883 eV
E_tot: -7323.8633 eV

=====

6.
Formula: C5H6O
Source: the Open Molecules 2025 dataset
Level of theory: the ωB97M-V functional and the def2-TZVPD basis

Last column: Löwdin charge in e.
CARTESIAN COORDINATES (ANGSTROEM)
C 1.2705 0.4692 0.3185  -0.01
C -0.1512 -0.0003 0.1293  -0.55
C -0.4292 -1.4085 -0.1786  -0.09
O -0.6915 -0.8687 1.1066  -0.01
C -1.2726 1.0074 -1.5954  0.22
C -1.1325 1.0798 -0.3046  -0.18
H 1.3135 1.3499 0.9656  0.09
H 1.6889 0.7415 -0.6558  0.09
H 1.8780 -0.3247 0.7621  0.09
H 0.4005 -2.1117 -0.2157  0.12
H -1.3032 -1.6690 -0.7693  0.12
H -1.5713 1.7352 0.4374  0.11

Results
highest occupied orbital energy: -10.6 eV
total charge: 0
energy relative to the best compared isomer or geometry (same formula, charge and spin): 107.2 kcal per mole
Kohn-Sham gap: 10.2586 eV
E_tot: -7324.6367 eV

=====

Q: What is the total charge in the third record?
A: 0

=====

Q: E_tot of number 4 (C5H6O)?
A: -7322.9396 eV

=====

What did the second record say?
Formula: C5H6O
Source: the Open Molecules 2025 dataset
Level of theory: the ωB97M-V functional and the def2-TZVPD basis

Last column: Löwdin charge in e.
CARTESIAN COORDINATES (ANGSTROEM)
O 1.1831 -0.4364 1.4195  -0.01
C 1.1001 -0.2520 0.1332  -0.39
C 0.0581 -1.1718 -0.4008  -0.12
C -1.0422 -0.1550 0.0396  -0.12
C -0.4787 1.1011 -0.3587  -0.10
C 0.9095 1.0702 -0.3626  -0.02
H 0.0581 -2.1288 0.1204  0.12
H 0.0381 -1.3026 -1.4884  0.12
H -2.0929 -0.3591 -0.1693  0.09
H -0.0274 -0.3139 1.4556  0.22
H -1.0553 2.0190 -0.4486  0.11
H 1.5611 1.9140 -0.1734  0.11

Results
highest occupied orbital energy (spin up / spin down): -8.4 / -8.4 eV
total charge: 0
energy relative to the best compared isomer or geometry (same formula, charge and spin): 101.9 kcal per mole
Kohn-Sham gap (spin up / spin down): 8.2200 / 8.2205 eV
E_tot: -7324.8637 eV

=====

Q: What is the formula in the third record?
A: C5H6O